[1]
Computed, not measured: a 10-piece molecular cluster, C66H100F15N8O12 overall, with ωB97M-V with the def2-TZVPD basis set.

Structure (XYZ):
```
201
Properties=species:S:1:pos:R:3
C -1.7075 -4.0130 3.1762
N -3.2411 -3.9183 2.9367
C -3.8513 -2.9595 4.0068
C -3.4511 -3.2223 1.5941
C -3.7991 -5.3947 2.9416
C -3.4885 -6.3159 4.1954
O -3.9348 -5.9011 5.4669
H -1.2793 -4.6738 2.4225
H -1.4574 -4.3183 4.1923
H -1.3083 -3.0280 2.9347
H -4.8104 -2.5209 3.7315
H -3.2224 -2.0713 4.0685
H -3.7976 -3.4451 4.9811
H -3.0553 -2.2080 1.6445
H -4.5075 -3.0945 1.3580
H -2.9433 -3.6193 0.7150
H -3.3561 -5.8318 2.0468
H -4.8714 -5.3124 2.7641
H -2.4054 -6.4196 4.2603
H -3.8534 -7.3238 3.9976
H -4.8361 -5.5831 5.3774
C -0.1912 1.5388 1.8982
N -0.3608 1.2860 0.3608
C -1.1174 2.5213 -0.1944
C 0.9935 1.1132 -0.3106
C -1.2832 0.1073 0.1502
C -0.6247 -1.2281 -0.0301
O 0.1138 -1.6018 1.0550
H -1.2057 1.6348 2.2851
H 0.5499 2.3359 1.9556
H 0.2488 0.6882 2.4189
H -2.1340 2.4047 0.1813
H -1.0882 2.4582 -1.2822
H -0.6483 3.4458 0.1423
H 1.6215 2.0032 -0.2718
H 0.8673 0.8628 -1.3639
H 1.5664 0.2649 0.0640
H -2.0552 0.2262 -0.6102
H -1.9296 0.0111 1.0225
H -0.0092 -1.2032 -0.9293
H -1.4705 -1.9054 -0.1484
H 0.5788 -2.4299 0.9146
C 2.6021 -5.2941 2.9163
N 2.8968 -3.8494 3.0558
C 2.4154 -3.2108 4.0542
C 2.6831 -1.8674 4.2465
C 3.6006 -1.1658 3.4381
C 4.0551 -1.9257 2.3802
C 3.7059 -3.2452 2.1229
C 3.7860 0.3137 3.4703
C 3.7226 1.1366 2.2337
C 4.1511 2.4817 2.1718
N 4.6150 3.0022 3.3649
C 4.5942 2.3705 4.5049
C 4.2904 1.0140 4.6155
C 4.8920 4.4615 3.3619
H 2.7758 -5.8175 3.8565
H 3.0284 -5.7805 2.0390
H 1.5625 -5.2598 2.5904
H 1.8333 -3.6645 4.8427
H 2.2927 -1.4289 5.1530
H 4.6369 -1.4038 1.6348
H 4.1899 -3.8176 1.3454
H 3.3691 0.7464 1.2907
H 4.2764 3.0411 1.2565
H 4.9262 2.9370 5.3624
H 4.4345 0.5104 5.5600
H 4.4363 5.0124 2.5391
H 5.9785 4.5463 3.3419
H 4.5403 4.7901 4.3399
C 3.7167 -2.0580 -1.8010
N 3.6840 -2.0097 -3.2759
C 4.8651 -2.1373 -3.9785
C 4.7910 -2.1266 -5.4202
C 3.5979 -2.0483 -6.1589
C 2.4423 -1.8776 -5.4130
C 2.4965 -1.9441 -3.9466
C 3.5547 -2.3449 -7.6531
C 4.6764 -2.0720 -8.5001
C 4.6095 -2.3569 -9.8626
N 3.4819 -2.9244 -10.3428
C 2.3672 -3.0751 -9.5780
C 2.3738 -2.7502 -8.2156
C 3.3773 -3.1750 -11.7627
H 2.8896 -1.5467 -1.3085
H 4.5934 -1.5226 -1.4364
H 3.8273 -3.0673 -1.4046
H 5.7349 -2.2972 -3.3585
H 5.7041 -2.0829 -5.9953
H 1.5246 -1.7345 -5.9641
H 1.5951 -1.8569 -3.3582
H 5.6062 -1.7586 -8.0488
H 5.4901 -2.2148 -10.4714
H 1.4442 -3.4719 -9.9744
H 1.5060 -2.9554 -7.6064
H 4.0922 -2.5028 -12.2373
H 2.3541 -3.0158 -12.1029
H 3.6171 -4.2079 -12.0152
C -1.3698 -1.3195 8.9541
N -1.1976 -0.2318 8.0295
C -0.8304 0.9729 8.4530
C -0.8160 2.0167 7.5155
C -1.0370 1.7208 6.1931
C -1.3166 0.3870 5.8205
C -1.3494 -0.5926 6.7628
C -1.1360 2.8346 5.1986
C -0.0836 3.7343 4.9017
C -0.2025 4.8806 4.0786
N -1.3914 5.0582 3.5267
C -2.3961 4.1550 3.7147
C -2.3147 3.1034 4.5406
C -1.5779 6.1529 2.5302
H -1.8256 -2.2529 8.6237
H -1.9766 -0.9463 9.7791
H -0.3763 -1.4159 9.3920
H -0.6489 1.0667 9.5135
H -0.6285 3.0612 7.7164
H -1.5466 0.1368 4.7954
H -1.6561 -1.5964 6.5082
H 0.8572 3.5484 5.3983
H 0.6190 5.5305 3.8157
H -3.3309 4.3245 3.2012
H -3.2486 2.5814 4.6874
H -2.2343 5.6355 1.8305
H -0.6541 6.6274 2.1992
H -2.2298 6.9267 2.9353
C 0.5988 -4.9041 -0.7062
O -0.7571 -4.4173 -0.8335
O 1.1999 -4.0447 0.2235
C 0.5914 -6.4941 -0.5818
F -0.3374 -6.9736 0.2626
F 0.2749 -7.1773 -1.7417
F 1.8019 -7.0190 -0.2117
C -1.6672 -5.0390 -1.7407
C -3.0609 -4.3712 -1.9692
H -3.7826 -4.4704 -1.1583
H -2.9532 -3.2868 -1.9918
H -3.6481 -4.6107 -2.8557
H -2.0425 -5.9861 -1.3531
H -1.1742 -5.1472 -2.7069
H 1.0801 -4.7609 -1.6736
C -0.8924 -0.1917 -4.0394
O -0.6317 -1.3983 -4.8095
O 0.4002 0.4613 -3.9585
C -2.1611 0.6502 -4.5292
F -3.3782 0.0409 -4.3426
F -2.3019 1.7660 -3.8047
F -1.9878 1.0701 -5.7238
C -1.4548 -2.5779 -4.6118
C -0.8100 -3.7291 -5.3717
H 0.2736 -3.7739 -5.2628
H -1.1216 -4.7089 -5.0097
H -0.9388 -3.7115 -6.4539
H -2.3821 -2.4158 -5.1614
H -1.6885 -2.8820 -3.5915
H -1.1708 -0.5471 -3.0473
C -2.3970 6.5369 -5.0382
O -2.7686 6.6884 -3.6203
O -3.2014 7.3908 -5.7790
C -0.7957 6.6745 -5.2603
F -0.3356 7.8725 -4.7686
F -0.0538 5.7055 -4.6723
F -0.4473 6.6083 -6.5009
C -2.4009 5.5899 -2.7825
C -2.8860 6.0785 -1.4086
H -3.9594 5.8985 -1.3491
H -2.2879 5.7202 -0.5708
H -2.7856 7.1477 -1.2223
H -1.3223 5.4530 -2.7048
H -2.9422 4.6761 -3.0276
H -2.6901 5.5333 -5.3463
C -4.6501 0.5659 2.0522
O -4.5491 -0.1915 0.8356
O -3.5195 0.3943 2.8627
C -5.2170 2.0177 1.7301
F -4.7645 2.5912 0.6475
F -6.5618 1.9794 1.6146
F -4.9239 2.9223 2.7167
C -5.7578 -0.4675 0.1603
C -5.2723 -1.2651 -1.0501
H -6.1990 -1.4226 -1.6021
H -4.5859 -0.5996 -1.5736
H -4.8335 -2.2056 -0.7168
H -6.4208 0.2793 -0.2764
H -6.3835 -1.1621 0.7208
H -5.5244 0.1224 2.5288
C 2.3478 5.3933 0.1238
O 3.2707 6.4019 0.5447
O 1.2843 5.2652 1.1077
C 1.7926 5.3499 -1.3213
F 2.6717 4.7700 -2.1434
F 0.7292 4.5673 -1.4712
F 1.5673 6.5777 -1.8003
C 4.4691 6.6063 -0.2763
C 5.4412 7.4590 0.4089
H 6.3840 7.5726 -0.1262
H 5.1056 8.4613 0.6753
H 5.6984 6.9375 1.3308
H 4.2137 7.0432 -1.2417
H 5.0210 5.6910 -0.4901
H 2.9127 4.4644 0.2028
```

Summary:
2S+1 = 1
HOMO = -9.446 eV
frontier orbital gap = 1.1 eV
total charge = +3

Results of the Mulliken charge analysis, in e, for atoms 1 through 2: -1.40 0.95

***

[2]
Computed, not measured: C18H34HgO14S4 as an isolated structure, with ωB97M-V with the def2-TZVPD basis set.

Structure (XYZ):
```
71
Properties=species:S:1:pos:R:3
Hg 18.7343 -13.3431 5.7357
O 18.3559 -17.5066 9.2446
C 18.5073 -16.5680 8.3569
O 18.8504 -16.7479 7.1792
O 18.3272 -15.4230 8.7314
H 18.0349 -16.9119 9.9264
O 13.8476 -11.9022 3.8255
C 14.9267 -12.2692 4.4696
O 15.4591 -13.3503 4.2532
O 15.4776 -11.6084 5.3351
H 13.9262 -12.6721 3.2573
C 17.6909 -19.2570 1.3425
C 19.2443 -19.2307 1.1275
C 19.5946 -17.9047 0.5107
S 18.4687 -16.6193 1.2423
O 17.8718 -15.8519 0.1431
O 19.0711 -15.9642 2.3999
C 17.2561 -17.8295 1.8727
H 17.3621 -20.0258 2.0418
H 17.2159 -19.4748 0.3859
H 19.6341 -20.1489 0.6880
H 19.7751 -19.3945 2.0654
H 19.4819 -17.9565 -0.5722
H 20.6432 -17.6437 0.6535
H 16.2353 -17.5541 1.6080
H 17.3789 -17.8602 2.9553
C 22.2821 -6.4523 7.4828
C 20.8404 -6.0451 7.2536
C 19.9885 -7.0095 8.0646
S 20.9701 -8.5956 8.1757
O 20.3640 -9.6424 7.3071
O 21.3731 -8.7297 9.5694
C 22.3448 -7.9564 7.1839
H 22.5938 -6.2517 8.5078
H 23.0775 -5.9289 6.9523
H 20.5863 -6.1280 6.1969
H 20.6951 -4.9969 7.5149
H 18.9634 -7.2168 7.7572
H 19.9387 -6.6665 9.0980
H 22.0940 -8.2510 6.1648
H 23.2426 -8.4927 7.4912
C 16.9681 -9.8269 -0.4383
C 18.2646 -9.8152 -1.2683
C 19.4066 -10.2356 -0.3159
S 18.9656 -9.5259 1.2938
O 19.8018 -8.3515 1.5644
O 18.8824 -10.6080 2.2821
C 17.2882 -9.0154 0.8231
H 16.8029 -10.8903 -0.2646
H 16.1197 -9.4477 -1.0080
H 18.4099 -8.8009 -1.6400
H 18.1108 -10.4551 -2.1371
H 20.4602 -10.0990 -0.5596
H 19.3612 -11.2929 -0.0546
H 17.5726 -7.9798 0.6366
H 16.7196 -9.0272 1.7529
C 25.1593 -15.5905 2.8714
C 25.7357 -16.3607 4.0855
C 24.8051 -15.9433 5.2612
S 24.4660 -14.1132 4.9992
O 25.3957 -13.2197 5.6931
O 23.0161 -13.8790 5.2282
C 24.9457 -14.1424 3.2396
H 24.1291 -15.9012 2.6973
H 25.8083 -15.6298 1.9966
H 26.7122 -15.9555 4.3508
H 25.8166 -17.4209 3.8455
H 25.2009 -15.9532 6.2767
H 23.8498 -16.4679 5.2418
H 25.9276 -13.6793 3.1414
H 24.1563 -13.6572 2.6655
```

Summary:
2S+1 = 1
HOMO = -8.276 eV
frontier orbital gap = 2.9 eV
total charge = 0

Results of the Mulliken charge analysis, in e, for atoms 1 through 2: 0.73 -0.44

***

[3]
Computed, not measured: one molecule with the formula C21H27N3O3, with ωB97M-V with the def2-TZVPD basis set.

Structure (XYZ):
```
54
Properties=species:S:1:pos:R:3
C -0.2832 0.1515 -4.7834
C -0.4017 -0.1257 -3.2892
C 0.8096 -0.9774 -2.8216
O 1.9337 -0.7695 -3.2296
N 0.4753 -1.9188 -1.9328
C 1.4211 -2.8421 -1.3428
C 1.0709 -3.1685 0.1149
C 1.9894 -2.5619 1.1833
N 1.5624 -1.2472 1.6365
C 1.9440 -0.1865 0.7169
C 1.4523 1.1596 1.2463
O 1.9602 1.4362 2.5299
C 1.5807 0.4164 3.4214
C 2.0955 -0.9450 2.9570
N -0.4118 1.0906 -2.5052
C 0.2524 2.2155 -2.8157
C 0.0476 3.1579 -1.8272
C -0.7707 2.5715 -0.8708
C -1.0535 1.2703 -1.2959
C -1.7895 0.2619 -0.5798
O -1.8920 -0.9160 -0.9236
C -2.4033 0.7078 0.7028
C -2.1010 -0.0047 1.8594
C -2.6525 0.3737 3.0699
C -3.5276 1.4456 3.1293
C -3.8522 2.1394 1.9749
C -3.2895 1.7775 0.7641
H -0.5395 -0.7496 -5.3347
H 0.7406 0.4187 -5.0344
H -0.9569 0.9509 -5.0832
H -1.3299 -0.6630 -3.0793
H -0.4796 -1.9409 -1.5862
H 2.4172 -2.4003 -1.4324
H 1.4151 -3.7649 -1.9364
H 1.1012 -4.2518 0.2383
H 0.0497 -2.8446 0.3216
H 1.9577 -3.2185 2.0571
H 3.0308 -2.5471 0.8184
H 1.4869 -0.3696 -0.2540
H 3.0409 -0.1456 0.5904
H 1.7876 1.9694 0.5965
H 0.3533 1.1522 1.2826
H 2.0086 0.6774 4.3911
H 0.4834 0.3820 3.5003
H 1.7623 -1.7142 3.6577
H 3.2000 -0.9248 2.9510
H 0.8395 2.2949 -3.7077
H 0.4513 4.1505 -1.8089
H -1.1101 3.0232 0.0397
H -1.4166 -0.8390 1.8014
H -2.4035 -0.1721 3.9683
H -3.9618 1.7375 4.0741
H -4.5450 2.9669 2.0184
H -3.5498 2.3102 -0.1389
```

Summary:
structure (SMILES) = C[C@@H](C(=O)NCCCN1CCOCC1)n1cccc1C(=O)c1ccccc1
2S+1 = 1
HOMO = -8.752 eV
frontier orbital gap = 8.9 eV
total charge = 0

Results of the natural (NBO) charge analysis, in e, for atoms 1 through 2: -0.62 -0.13

***

[4]
Computed, not measured: C38H41N6O2SbW as an isolated structure, with ωB97M-V with the def2-TZVPD basis set.

Structure (XYZ):
```
89
Properties=species:S:1:pos:R:3
W 0.4688 -1.2986 0.3107
O -1.4008 -2.7383 -3.1998
C -2.3233 -3.2132 -2.3576
C -3.5539 -3.5637 -2.9203
C -4.5707 -4.0420 -2.1275
C -4.4044 -4.1811 -0.7398
C -3.2001 -3.8471 -0.1755
C -2.1412 -3.3584 -0.9688
C -0.8621 -3.0937 -0.3570
O 0.1611 -2.6783 -1.0532
N -0.6883 -3.2290 0.9821
N 0.6418 -2.9927 1.3667
C 0.8225 -2.8271 2.6314
C 1.8104 -1.8247 2.9721
C 2.3814 -1.6707 4.2185
C 3.3132 -0.6558 4.3944
C 3.6339 0.1466 3.3128
C 2.9908 -0.0482 2.0984
N 2.0808 -0.9965 1.9310
H -0.5444 -2.6395 -2.7534
H -3.6700 -3.4623 -3.9919
H -5.5098 -4.3266 -2.5863
H -5.2047 -4.5812 -0.1302
H -3.0313 -3.9733 0.8859
H 0.2007 -3.3459 3.3548
H 2.1067 -2.3448 5.0207
H 3.7928 -0.5031 5.3524
H 4.3653 0.9379 3.4016
H 3.2092 0.5623 1.2334
N 4.0548 3.1666 -8.5339
C 3.6840 2.6864 -7.5585
C 3.2156 2.0782 -6.3356
C 2.9532 0.7108 -6.2988
C 2.4914 0.1312 -5.1295
C 2.2857 0.9132 -3.9965
C 2.5415 2.2777 -4.0391
C 3.0146 2.8604 -5.2029
C 1.7496 0.3021 -2.7475
C 2.5999 -0.4990 -1.9849
C 3.8122 -1.0558 -2.4124
C 4.1782 -2.0212 -1.4794
C 3.2075 -1.9843 -0.4925
N 2.2549 -1.0489 -0.7578
C 0.4005 0.4717 -2.4775
C -0.5438 1.0818 -3.3377
C -1.7905 0.8440 -2.8091
C -1.5724 0.1076 -1.6353
N -0.2763 -0.1166 -1.4056
H 3.1093 0.1106 -7.1852
H 2.2737 -0.9300 -5.1024
H 2.3777 2.8889 -3.1594
H 3.2280 3.9201 -5.2378
H 4.3327 -0.7942 -3.3210
H 5.0335 -2.6773 -1.5051
H 3.1758 -2.5905 0.3966
H -0.2991 1.6049 -4.2496
H -2.7461 1.1411 -3.2115
H -2.3260 -0.2761 -0.9622
C -2.2819 2.6145 4.7503
C -1.2163 1.5741 4.9256
C 0.2415 1.8925 5.1233
Sb -0.9404 0.0840 1.7313
C -4.8396 0.0137 1.7545
C -4.6384 -0.5212 3.0661
C -4.6956 1.3969 1.4170
C 1.4889 3.1335 1.3587
C 0.2882 3.9589 1.7124
C 1.6360 2.4495 0.0380
H -3.0439 2.5542 5.5380
H -2.8310 2.4752 3.8045
H -1.8765 3.6254 4.7577
H -1.5070 0.5301 4.8545
H 0.8388 1.6225 4.2374
H 0.6766 1.3137 5.9451
H 0.4051 2.9520 5.3124
H -5.0123 -0.6992 0.9442
H -4.8081 0.1913 3.8739
H -3.5285 -0.7323 3.0739
H -5.1274 -1.4825 3.2253
H -5.0575 2.0721 2.1964
H -5.0571 1.6605 0.4258
H -3.5721 1.5311 1.4217
H 2.2725 3.0017 2.0973
H -0.5681 3.3303 2.0102
H -0.0608 4.5406 0.8539
H 0.4818 4.6366 2.5438
H 0.8107 2.6916 -0.6343
H 1.6468 1.3673 0.1669
H 2.5810 2.7068 -0.4594
```

Summary:
2S+1 = 3
HOMO (alpha / beta) = -11.933 / -12.710 eV
frontier orbital gap (alpha / beta) = 3.9 / 4.7 eV
total charge = +2

Results of the Mulliken charge analysis, in e, for atoms 1 through 2: 1.60 -0.68

***

2S+1 of number 2 (C18H34HgO14S4)? 1